Record 1
Here is a structure of composition C20H34Al2BrCl3F7MgN4O4P2 from OMol25. Energies are from the ωB97M-V functional and the def2-TZVPD basis.

```
78
Properties=species:S:1:pos:R:3:forces:R:3
H 0.2818 -1.5846 -2.3570 -0.785 -0.541 0.177
C -1.0966 1.7177 2.9289 -0.130 -0.234 -0.361
H -2.6825 -2.7864 -1.0765 0.041 0.850 0.145
H -3.6587 -1.4868 -0.3493 0.708 -0.105 -0.161
H -4.1916 -4.6730 2.7311 0.828 0.172 -0.295
C 0.1560 0.8325 -0.2610 -1.542 0.464 0.516
H 5.8920 1.3144 -0.0234 0.261 -0.040 -0.121
C 3.8618 1.5162 1.9264 -0.462 -0.166 -0.033
C 5.9171 1.9243 0.8795 0.048 0.198 0.149
F 3.1317 3.9446 2.3280 -1.239 1.115 0.651
C -6.5650 -1.2600 -1.0701 0.124 0.288 0.012
F 6.3852 4.5462 -2.2505 0.633 1.824 -0.456
C -2.7468 -0.9304 -2.2205 -1.307 -1.280 -0.916
P 0.0941 -2.4101 -1.1982 2.300 -0.785 -0.367
Cl 4.6328 5.7145 1.0344 0.198 0.615 -0.515
N -2.2706 -5.4454 2.7421 1.077 1.894 -1.485
H -0.6445 -3.5808 -1.5922 -0.221 0.780 -0.229
N -1.6019 -0.4874 3.7461 -0.455 -0.129 -0.835
Al 0.0168 -7.5868 2.9267 -0.267 -0.705 0.226
H -3.2881 -0.5518 1.5935 0.617 -0.091 -0.341
O 0.1549 -0.8727 1.2847 0.545 -0.471 -0.839
H -4.6839 0.3604 -3.5957 -0.588 -0.760 -0.072
F 6.3222 0.0885 -2.6003 -0.539 0.946 -0.319
H -3.0419 0.1428 -2.1352 0.631 -0.659 0.232
H -6.3239 0.7426 -1.9329 0.408 -0.641 0.136
C -1.6521 0.2761 2.7213 -0.052 0.544 0.102
O 7.1056 0.5038 2.4477 -0.306 -0.039 0.381
H -1.3649 2.0715 3.9455 0.150 -0.311 -0.634
H -0.2760 -5.8606 2.4865 0.024 1.445 -0.366
O 0.7874 1.7159 0.2776 -0.657 -0.914 -1.730
H 3.1301 1.9477 2.6007 0.171 -0.105 0.104
O 4.8860 0.8417 2.6903 0.409 -0.127 -0.087
N 1.5452 -2.8801 -0.7390 -0.643 0.053 0.704
C 4.5773 2.5772 1.1273 0.189 -0.619 -0.491
C -3.9397 -1.6047 -3.0595 -0.319 0.622 0.667
C -1.5942 -2.8997 1.2513 -0.591 -2.246 1.376
H -4.2911 -2.4978 -2.4864 0.221 0.463 -0.659
H -3.5916 -1.9238 -4.0684 -0.318 0.222 0.701
C -3.1480 -4.4741 2.3982 -2.012 0.196 0.331
N -0.8011 0.2331 -0.7856 3.723 2.647 0.571
C 6.0859 1.0260 2.0816 0.262 -0.117 -0.359
H -2.0283 -1.3798 3.4628 0.155 0.041 0.362
H -6.0870 -1.7246 -0.1704 -0.238 0.233 -0.743
H 1.6738 -2.5694 0.2233 0.492 0.059 -0.271
H 4.7106 3.4757 1.7315 -0.094 -0.291 0.128
Al 5.6079 1.4990 -3.3111 0.328 0.174 -0.163
C -2.2765 -0.1700 1.3496 0.238 1.887 1.529
F 6.6002 2.0597 -4.6140 -0.719 -0.389 0.840
H -6.0248 -0.9613 -3.7818 0.159 0.580 0.003
H 0.0131 1.7458 2.8480 -0.718 -0.118 -0.014
H -6.7985 -2.0377 -1.8280 0.081 0.401 0.569
H -2.4437 0.7954 0.8021 -0.140 -0.978 0.145
Mg -0.7472 2.7780 -1.1729 0.414 -0.662 0.446
Br 3.2989 8.0030 -2.2915 0.148 -0.102 0.574
H 6.7173 2.6600 0.8285 0.243 -0.312 -0.181
F 5.4633 2.7679 -2.0762 -0.671 -2.214 -0.616
C -0.6397 -3.9298 1.5993 -0.584 0.499 0.017
H 0.4315 -3.8307 1.3364 -0.779 -0.156 0.030
Cl 5.3789 6.9304 -1.5368 0.483 -0.339 -1.881
H 6.0536 4.8552 -0.6303 -0.140 0.262 -0.589
H 4.0520 2.8634 0.2185 0.021 -0.038 0.052
P -1.1550 -1.2970 0.2616 -3.776 -1.244 1.219
H -1.5130 2.4473 2.1876 0.255 -0.565 0.489
H 0.3787 -1.5202 1.9673 -0.054 0.297 -0.133
H -3.8019 -2.6203 1.4777 0.629 -0.556 0.231
F 4.0214 1.1081 -3.9108 0.812 0.323 0.485
H -1.8467 -1.0296 -2.8602 -0.257 0.231 0.745
C 5.8867 5.8466 -0.1984 -0.457 -0.688 2.721
C -2.9317 -3.2668 1.6882 1.657 -0.314 -0.078
C -2.6854 -1.6890 -0.8499 0.155 0.339 -1.022
C -5.1204 -0.5756 -3.1524 1.212 0.256 1.102
H 3.3670 0.7789 1.2826 0.155 -0.104 -0.023
H -4.8706 0.2086 -1.0520 -0.538 -0.329 -0.488
C -5.6821 -0.1506 -1.7452 -0.343 -0.001 -0.471
H -7.5261 -0.8188 -0.7269 0.572 -0.363 -0.216
C -1.0676 -5.0820 2.2789 0.422 -0.076 -0.002
Cl 7.4021 6.4195 0.4967 -0.169 0.184 -0.319
F -7.3199 -0.8303 -4.4793 -0.089 -0.181 0.009
```
Forces are in eV/Å.

Computed properties:
- LUMO energy (eV) = -3.7
- 2S+1 = 1
- total charge = -1
- maximum force (eV/Å) = 4.6
- HOMO-LUMO gap (Ha) = 0.0687

***

Record 2
Here is the molecule C20H34N4O4 from OMol25. Energies are from the ωB97M-V functional and the def2-TZVPD basis.

```
62
Properties=species:S:1:pos:R:3:forces:R:3
H 3.3181 -1.2772 2.3928 -0.007 -0.033 -0.030
H 1.8069 -0.2738 -0.0714 -0.033 0.004 -0.082
H -2.6420 -0.4162 1.3942 0.057 0.060 -0.067
C 3.2374 -1.0754 1.3180 -0.170 -0.300 -0.241
H -3.8919 -2.2448 -1.6281 0.040 0.050 -0.060
O -1.3636 2.8326 -2.5420 0.178 -0.067 0.233
H -3.5506 3.1231 -1.0941 -0.112 0.034 0.073
C -2.8716 -2.2357 0.2509 0.058 0.329 -0.286
C -3.9872 1.0218 -0.9806 0.025 0.409 0.079
C -3.6709 2.3799 -0.3041 -0.411 -0.371 -0.466
H -4.4878 2.6862 0.3513 0.038 0.058 -0.049
N 4.3170 -0.1985 0.9292 0.040 0.081 0.098
O 4.9541 -1.5512 -0.7688 0.032 -0.239 -0.385
H 6.1169 -0.2729 -2.4228 0.087 0.167 0.081
C -1.2601 2.2610 -0.1340 0.271 -0.076 0.332
H -3.7068 -2.6341 0.8295 -0.025 -0.063 0.111
H -2.1359 -2.3397 -1.7653 0.020 0.086 -0.066
H 1.0764 -1.0808 1.3295 -0.047 -0.004 0.010
C 6.7091 0.2401 -1.6586 0.280 -0.265 -0.412
C -5.1298 -0.0723 0.8941 -0.115 -0.077 -0.130
H 8.5624 -0.7181 -2.1615 0.105 -0.022 -0.090
C 0.5754 2.1009 -1.0709 0.814 -0.251 -0.282
H -3.1661 -4.5188 -2.3450 -0.013 -0.128 -0.078
H 8.4919 -0.1138 -0.4977 0.098 0.038 0.039
H 2.8880 1.9852 0.1780 -0.010 0.028 0.019
N -4.1010 -0.1344 -0.1250 0.036 0.039 0.146
C -0.8181 2.4983 -1.5170 -0.499 0.149 -0.472
H 2.9325 2.7755 1.7653 -0.022 0.043 0.033
H -1.9482 -2.6259 0.6855 0.013 -0.076 0.087
H -7.2704 -0.0992 1.0818 -0.116 0.038 0.039
H -5.0837 -1.0113 1.4504 0.020 0.089 0.065
C 4.2864 1.1043 1.5516 0.018 0.377 -0.047
H -0.1783 1.4098 2.2139 0.082 0.019 -0.071
C 5.0353 -0.4969 -0.1833 0.175 0.023 0.173
H 5.1247 1.6915 1.1821 -0.079 -0.044 0.159
N 0.5138 1.5741 1.4970 -0.496 0.165 0.043
C 7.9253 -0.5978 -1.2900 -0.377 0.182 0.077
C 2.9636 1.8137 1.2516 0.086 -0.125 0.288
C 1.8888 -0.4265 1.0054 0.167 0.046 0.353
H -6.6910 1.0571 -0.1131 -0.083 0.096 -0.069
H -2.5319 1.9607 1.4064 0.046 0.058 -0.134
O 5.8809 0.4977 -0.5268 -0.209 0.067 0.256
H -2.1900 -4.6772 -0.8850 0.071 -0.118 0.037
H -4.9529 0.7447 1.6199 0.024 -0.080 0.034
C -2.8545 -0.7066 0.3489 0.001 -0.403 0.098
H 7.0038 1.2283 -2.0181 -0.073 -0.116 0.021
C -2.9977 -2.6974 -1.1977 -0.032 -0.198 0.253
O 1.6567 1.9424 -1.5901 -0.381 0.111 -0.006
C 0.0271 1.9141 0.2836 -0.487 0.106 0.299
H -6.6711 -0.6715 -0.4792 -0.044 -0.076 -0.102
H 4.3986 0.9652 2.6347 0.050 0.052 -0.040
H -3.9479 -4.5896 -0.7654 -0.086 -0.093 0.053
H 7.6043 -1.5787 -0.9489 0.027 -0.075 -0.001
N -2.4546 2.3573 0.4792 0.439 -0.057 0.379
H -3.2062 0.8163 -1.7155 -0.056 0.046 -0.064
H -2.0351 -0.3390 -0.2735 0.017 0.043 0.053
C -6.5286 0.0672 0.3046 0.231 0.015 0.200
H 1.8831 0.7778 2.7957 -0.028 0.023 -0.095
H 3.3533 -2.0095 0.7667 -0.017 0.081 0.181
H -4.9262 1.1399 -1.5255 0.046 0.067 -0.126
C 1.8009 0.9323 1.7120 0.298 -0.157 -0.356
C -3.0808 -4.2144 -1.3049 0.038 0.236 -0.094
```
Forces are in eV/Å.

Computed properties:
- ΔE to the lowest compared entry with this formula, charge and spin (kJ/mol) = 139.0
- LUMO energy (eV) = 0.3
- SMILES = CCCCN(CC)CCNc1c(NC2CCN(C(=O)OCC)CC2)c(=O)c1=O
- 2S+1 = 1
- total charge = 0
- maximum force (eV/Å) = 0.9
- HOMO-LUMO gap (Ha) = 0.3030

***

Record 3
Here is a cluster of 8 separate species, C20H35ClN4O14 in total from OMol25. Energies are from the ωB97M-V functional and the def2-TZVPD basis.

```
74
Properties=species:S:1:pos:R:3:forces:R:3
H -0.2006 3.9922 -1.8858 0.094 0.423 0.210
H -3.6515 0.9923 0.0939 0.108 -0.287 0.400
O -0.1959 2.6578 6.1542 -1.204 -0.643 -0.672
C -0.8020 3.4384 0.1262 -0.693 1.076 0.514
H -1.1375 -1.7718 5.6368 0.268 -0.118 -0.053
H 1.6238 -3.2624 -5.4528 -0.093 0.098 -0.177
H -0.2699 2.2097 8.6857 -0.062 0.130 -0.056
C 1.3447 -0.3941 -1.8953 -0.248 -0.314 -0.101
H -0.7537 2.8225 4.2752 0.700 -0.174 0.400
O -2.5931 -1.3757 -1.9634 0.719 -0.459 1.085
C -0.9861 -2.8273 -0.8319 0.762 0.635 1.599
C -2.0165 -3.2694 -3.1043 1.135 -1.538 0.813
H 0.0691 2.3121 -1.5013 0.315 -0.150 0.153
O 2.1550 2.0746 3.1181 0.526 1.105 -0.243
C -0.2907 -4.0153 -0.8742 -0.041 -1.259 -1.060
C -0.5891 1.5542 6.6613 1.952 1.091 0.331
H -0.7176 3.1016 2.5873 -0.418 -0.444 -0.671
H 1.3773 -1.4853 -1.8811 0.274 0.008 0.315
N -0.3479 3.4210 3.5286 -0.636 -0.463 -0.942
H 2.4112 0.3636 -5.7909 0.168 0.130 -0.076
C -0.6757 3.1236 -1.3873 -0.539 -1.042 0.082
H 0.7297 1.2698 -7.4970 0.291 -0.080 -0.003
O -1.1227 0.4673 4.5319 0.585 1.341 0.595
C 0.4658 0.5457 -6.7179 -0.039 0.332 -0.152
N -2.7239 0.8513 -0.2807 -0.225 -0.438 -0.958
C -1.9128 -2.4554 -1.9779 -1.445 1.539 -1.194
H -1.6388 4.1687 0.1602 -0.154 0.045 -0.180
H 2.5454 -1.8333 -5.9343 -0.063 0.241 0.062
H -0.0295 -1.5933 -5.3650 0.101 -0.018 -0.073
H -1.9701 1.1999 0.3483 -0.212 0.405 0.389
C 1.3942 0.6810 -5.5021 -0.646 -0.399 -0.743
C 1.9722 -2.2790 -5.1219 0.001 -1.037 0.930
O -0.7670 -0.0820 9.8714 -0.147 0.000 0.414
O 0.3287 -5.9249 -2.0978 -0.133 -0.233 -0.080
C 0.7619 -1.5111 -4.6082 -1.301 0.633 -1.532
H 2.6203 -2.5391 -4.2791 0.347 0.300 -0.176
H -2.5794 -0.1017 -0.6981 -0.087 -0.028 0.085
O 3.3618 0.2709 2.1774 0.218 0.772 -0.900
H -0.4491 0.8949 1.5178 0.034 0.073 -0.221
H 1.4298 1.7468 -5.2718 0.086 -0.053 0.407
H 0.2517 -1.9988 -3.7786 0.510 0.078 0.343
H 0.9948 0.2068 1.8160 0.189 -0.274 0.359
C 1.8298 0.1356 -3.2328 -0.491 1.084 -0.179
O -0.8055 -2.0351 0.1460 -0.797 0.345 -0.723
C -0.9278 -0.9537 6.3086 -0.316 0.913 1.563
H 0.3085 -0.1522 -1.6518 -0.055 0.251 -0.439
H 0.0419 4.0711 0.4746 0.524 -0.275 -0.208
Cl 3.0060 0.9503 3.4020 0.278 -3.186 1.408
C -0.7446 -1.1755 7.7116 1.329 0.302 -0.746
H -0.5617 0.8037 -6.4552 -0.001 -0.230 0.266
O -1.0835 2.4414 1.0782 0.452 -0.203 -0.146
H 0.4766 -0.4483 -7.1658 0.009 -0.020 0.055
H -0.6337 4.3801 3.6617 0.457 0.112 0.211
H 2.8349 -0.2419 -3.4840 0.062 -0.229 0.101
H -0.2309 -0.8160 1.3085 -0.163 0.021 -0.202
H -2.6675 -2.9865 -3.9178 -0.080 0.024 -0.035
N 0.9085 -0.0683 -4.3668 0.845 -0.514 1.023
O 2.2648 0.0000 4.1814 -0.525 0.206 0.293
O -0.3671 -2.2539 8.1869 -0.796 -0.061 0.479
C -1.3611 -4.5469 -3.1281 -0.598 0.355 -0.715
O -1.8583 2.7759 -1.9999 -0.270 0.068 0.398
C -0.8730 0.3385 5.7859 -1.440 -1.293 -1.960
H -2.6288 1.5455 -1.0723 0.688 0.602 -0.599
C -0.5329 1.3839 8.0367 -0.791 -1.336 0.460
H -0.3264 -0.0937 2.8576 0.348 0.083 0.136
H 1.9542 1.2221 -3.1623 -0.035 0.014 0.139
N -0.0013 0.0161 1.8779 -0.316 0.193 0.116
C -0.7382 0.1041 8.6513 0.322 -0.032 -0.442
H 0.6557 3.2442 3.4264 0.020 0.165 0.720
H 0.4003 -4.2890 -0.0882 -0.004 0.204 0.133
C -0.3774 -4.9167 -1.9778 0.255 0.538 0.280
O 4.2166 1.2429 4.1494 -0.247 1.306 -0.642
H 1.9347 0.0472 -1.0913 0.238 -0.311 0.015
O -1.5294 -5.3721 -4.0421 0.101 -0.102 0.012
```
Forces are in eV/Å.

Computed properties:
- LUMO energy (eV) = 7.3
- 2S+1 = 1
- total charge = -4
- maximum force (eV/Å) = 3.5
- HOMO-LUMO gap (Ha) = 0.1887

***

Which of these has the highest total charge? C20H34N4O4